ORCA calculation (ωB97M-V with the def2-TZVPD basis set) on 13 unconnected molecules or ions with the total composition C52H90B6F24N10O4 in a non-equilibrium geometry.

Computed properties:
Spin multiplicity ... 1
Total charge ... +4
Lowest unoccupied orbital energy ... -9.5 eV
Max |F| ... 4.73 eV/Å

```
186
Properties=species:S:1:pos:R:3:lowdin_charge:R:1
C 8.83 4.76 2.83 0.065
N 7.59 5.14 2.07 -0.057
C 6.45 5.35 2.74 0.050
C 5.17 5.48 2.16 0.050
C 5.08 5.41 0.83 -0.148
C 6.28 5.19 0.15 0.044
C 7.56 5.09 0.71 0.057
C 3.74 5.44 0.18 -0.083
C 2.63 5.06 0.92 0.034
C 1.38 5.07 0.36 -0.011
N 1.23 5.24 -0.95 -0.064
C 2.21 5.73 -1.68 0.031
C 3.53 5.72 -1.22 0.092
C -0.22 5.21 -1.43 0.083
H 8.75 3.68 2.94 0.119
H 8.92 5.33 3.75 0.107
H 9.68 5.05 2.22 0.112
H 6.52 5.44 3.81 0.138
H 4.32 5.62 2.81 0.122
H 6.30 4.84 -0.87 0.127
H 8.45 4.69 0.25 0.155
H 2.63 4.65 1.92 0.135
H 0.55 4.57 0.83 0.153
H 1.83 5.93 -2.67 0.160
H 4.39 5.92 -1.84 0.116
H -0.30 4.72 -2.41 0.115
H -0.50 6.26 -1.46 0.125
H -0.88 4.64 -0.78 0.108
C -1.71 11.56 3.01 0.028
N -1.32 12.92 2.71 -0.045
C -0.15 13.17 2.03 0.068
C 0.11 14.45 1.66 0.053
C -0.68 15.50 2.04 -0.093
C -1.85 15.21 2.76 0.031
C -2.17 13.92 3.09 0.027
C -0.30 16.98 1.76 -0.113
C -0.40 18.02 2.67 0.037
C -0.01 19.29 2.38 0.018
N 0.48 19.56 1.15 -0.101
C 0.63 18.67 0.21 0.059
C 0.17 17.30 0.50 0.101
C 0.75 21.01 0.86 0.052
H -2.15 11.24 2.07 0.105
H -2.57 11.40 3.66 0.115
H -0.81 11.00 3.25 0.084
H 0.26 12.26 1.62 0.138
H 0.93 14.73 1.01 0.116
H -2.44 16.05 3.09 0.128
H -3.07 13.77 3.67 0.150
H -0.76 17.71 3.64 0.137
H 0.12 20.12 3.06 0.150
H 0.91 18.95 -0.79 0.154
H 0.19 16.44 -0.16 0.135
H 1.17 21.56 1.70 0.114
H -0.15 21.37 0.36 0.120
H 1.51 21.05 0.08 0.104
C 8.16 8.97 5.57 0.036
N 8.54 9.64 6.81 -0.044
C 7.60 10.05 7.70 0.043
C 7.88 10.68 8.90 0.054
C 9.24 11.04 9.09 -0.153
C 10.20 10.66 8.19 0.057
C 9.86 9.91 7.07 0.062
C 9.52 11.78 10.31 -0.107
C 10.22 13.00 10.30 0.100
C 10.28 13.66 11.53 0.009
N 9.75 13.13 12.60 -0.075
C 9.16 11.96 12.68 0.009
C 8.90 11.30 11.51 0.060
C 9.88 14.01 13.83 0.065
H 8.31 7.89 5.58 0.110
H 8.73 9.48 4.79 0.097
H 7.13 9.21 5.30 0.094
H 6.58 9.75 7.48 0.122
H 7.08 11.01 9.54 0.132
H 11.23 10.97 8.34 0.141
H 10.49 9.55 6.27 0.157
H 10.71 13.55 9.51 0.147
H 10.68 14.66 11.64 0.161
H 8.83 11.56 13.63 0.157
H 8.49 10.31 11.44 0.118
H 9.27 14.88 13.61 0.117
H 10.88 14.37 14.09 0.117
H 9.50 13.47 14.70 0.105
C 1.27 6.70 5.33 0.008
C -0.07 6.19 6.12 -0.199
C 0.24 5.41 7.40 -0.195
O -0.84 5.06 8.29 -0.139
C -1.63 4.07 7.65 -0.106
N -1.09 7.37 6.29 0.263
H -1.79 7.27 7.01 0.168
H -0.65 8.28 6.36 0.099
H -1.78 7.37 5.55 0.166
H 2.08 5.98 5.40 0.068
H 1.70 7.53 5.89 0.060
H 1.17 7.06 4.30 0.065
H -0.61 5.59 5.39 0.129
H 0.91 6.01 8.02 0.126
H 0.99 4.65 7.19 0.133
H -1.02 3.28 7.21 0.093
H -2.32 4.33 6.84 0.084
H -2.26 3.60 8.41 0.102
C 5.08 10.17 3.31 -0.029
C 3.60 10.34 3.62 -0.184
C 2.81 9.41 2.71 -0.138
O 1.35 9.41 2.92 -0.210
C 0.63 8.61 2.02 -0.101
N 3.25 10.11 5.21 0.275
H 3.70 9.33 5.66 0.094
H 3.63 10.92 5.69 0.097
H 2.26 10.11 5.42 0.087
H 5.63 11.11 3.42 0.108
H 5.28 9.91 2.27 0.072
H 5.40 9.26 3.82 0.066
H 3.40 11.40 3.47 0.148
H 3.18 8.39 2.79 0.107
H 3.06 9.74 1.70 0.113
H 0.55 9.13 1.06 0.097
H -0.35 8.50 2.48 0.094
H 1.12 7.65 1.88 0.055
C 6.04 8.10 11.56 -0.037
C 4.89 7.53 10.70 -0.240
C 3.94 8.58 10.16 -0.154
O 4.55 9.50 9.23 -0.211
C 3.74 10.61 8.96 -0.057
N 5.54 6.62 9.60 0.262
H 5.05 6.58 8.72 0.113
H 6.50 6.87 9.45 0.158
H 5.48 5.66 9.93 0.168
H 5.70 8.48 12.53 0.101
H 6.44 9.04 11.18 0.055
H 6.91 7.48 11.74 0.090
H 4.44 6.76 11.33 0.154
H 3.67 9.12 11.07 0.146
H 3.13 8.06 9.67 0.137
H 4.10 10.85 7.96 0.081
H 3.98 11.38 9.70 0.113
H 2.68 10.40 8.81 0.099
C 7.54 10.57 -3.49 -0.022
C 7.40 9.18 -2.85 -0.253
C 6.52 9.20 -1.62 -0.245
O 5.20 9.47 -1.97 -0.159
C 4.44 9.64 -0.72 -0.044
N 6.73 8.35 -3.95 0.239
H 6.47 8.89 -4.76 0.163
H 7.33 7.58 -4.22 0.166
H 5.92 7.81 -3.67 0.148
H 6.61 10.99 -3.88 0.102
H 8.03 10.51 -4.46 0.088
H 8.11 11.29 -2.91 0.112
H 8.36 8.82 -2.50 0.161
H 7.04 9.94 -1.01 0.138
H 6.52 8.35 -0.94 0.115
H 4.74 10.62 -0.35 0.101
H 4.54 8.85 0.02 0.063
H 3.37 9.63 -0.93 0.099
B 8.45 9.64 1.81 -1.472
F 8.95 9.24 0.63 0.164
F 7.76 10.79 1.77 0.188
F 7.53 8.69 2.16 0.098
F 9.43 9.57 2.80 0.106
B 5.04 13.42 6.45 -1.339
F 5.72 14.46 5.80 0.103
F 3.96 14.04 7.10 0.090
F 4.46 12.53 5.62 0.164
F 5.83 12.84 7.44 0.101
B 3.35 13.33 0.46 -1.252
F 2.22 12.54 0.74 0.089
F 4.34 13.16 1.44 0.106
F 3.81 12.85 -0.82 0.047
F 3.05 14.65 0.21 0.126
B -1.64 10.54 -0.90 -1.365
F -2.05 9.49 -0.04 0.066
F -1.43 11.69 -0.30 0.192
F -0.48 10.27 -1.60 0.115
F -2.82 10.67 -1.72 0.046
B 4.84 7.10 6.12 -1.507
F 5.10 8.38 6.48 0.150
F 4.12 6.51 7.04 0.228
F 4.21 7.25 4.90 0.141
F 6.10 6.51 6.06 0.127
B 0.27 10.37 6.46 -1.476
F 0.80 9.31 7.08 0.172
F -0.94 10.63 7.08 0.163
F 1.19 11.47 6.48 0.096
F 0.19 10.14 5.18 0.208
```